[1]
Entry from the Open Molecules 2025 dataset: C39H37BaNO2P2S as an isolated structure (wB97M-V/def2-TZVPD).

```
83
Properties=species:S:1:pos:R:3
Ba 1.000 -1.179 -0.852
S 4.232 -2.376 -1.465
P -1.229 0.763 -2.124
P 0.426 -1.816 2.300
O 2.900 -2.437 -2.188
O -0.391 -3.556 -1.184
N -1.017 -2.982 -2.320
C -1.901 2.079 1.660
C 0.758 -3.542 2.807
C 3.733 1.621 -1.071
C -1.117 -1.472 3.203
C -2.335 -1.249 5.272
C -4.074 -0.053 -4.975
C -1.621 3.524 -2.550
C -2.090 1.161 -0.570
C 0.261 3.613 -4.597
C 2.821 -1.412 3.757
C 1.666 -0.844 3.222
C -3.527 -1.361 3.187
C 4.194 -0.714 -0.775
C -0.432 4.763 -4.237
C 0.019 2.424 -3.928
C -1.944 -2.182 -1.967
C -0.927 2.371 -2.903
C 2.331 1.296 4.133
C -3.270 1.938 1.834
C -1.312 1.685 0.468
C -1.369 4.717 -3.214
C -1.134 -1.365 4.595
C -3.175 0.625 -4.160
C -4.046 1.397 0.818
C 4.408 -0.536 0.579
C 3.717 -0.635 4.482
C 1.441 0.522 3.404
C 3.471 0.717 4.680
C -2.320 -1.455 2.506
C -2.671 -1.434 -3.026
C -4.265 -1.415 -4.820
C 4.265 0.744 1.115
C -3.535 -1.256 4.568
C -3.564 -2.109 -3.843
C -3.461 1.007 -0.380
C 3.846 0.347 -1.612
C 5.442 -2.161 -2.761
C -2.469 -0.053 -3.175
C 3.929 1.809 0.298
H -3.016 1.687 -4.298
H -2.340 -1.166 6.351
H -2.337 -1.514 1.421
H 4.420 0.887 2.175
H -0.244 5.694 -4.755
H -1.297 2.505 2.452
H -4.622 0.489 -5.734
H -0.086 -4.146 2.472
H 5.479 -3.109 -3.295
H 0.558 1.530 -4.225
H -4.956 -1.943 -5.463
H 4.595 -1.094 4.918
H 6.407 -1.940 -2.307
H -4.081 0.616 -1.178
H -2.361 3.498 -1.760
H -1.911 5.611 -2.936
H 3.013 -2.474 3.660
H -2.202 -2.067 -0.909
H 0.986 3.646 -5.399
H -0.203 -1.376 5.150
H -3.710 -3.174 -3.718
H 3.509 2.465 -1.711
H 3.836 2.803 0.716
H 4.673 -1.368 1.219
H 4.157 1.315 5.266
H -4.458 -1.366 2.636
H 5.122 -1.362 -3.426
H -3.729 2.249 2.763
H 1.665 -3.943 2.353
H -5.116 1.293 0.950
H 3.743 0.189 -2.678
H 2.123 2.346 4.295
H 0.831 -3.627 3.892
H 0.532 0.977 3.023
H -4.475 -1.183 5.100
H 0.075 -4.327 -1.541
H -0.245 1.850 0.328
```

Values from the calculation:
Net charge: +2
Strongest force on any atom (eV/Å): 0.60
HOMO-LUMO gap (eV): 8.3
Total energy (eV): -76722.9197
Multiplicity: 1

Atom charges from the Mulliken analysis, given in e for atoms 1 to 8: number 1, Ba, carries 1.84; number 2, S, carries 0.57; number 3, P, carries 0.12; number 4, P, carries 1.11; number 5, O, carries -0.66; number 6, O, carries -0.20; number 7, N, carries -0.32; number 8, C, carries -0.67


[2]
Entry from the Open Molecules 2025 dataset: C39H37ClFeN7O8PS as an isolated structure in a non-equilibrium geometry (wB97M-V/def2-TZVPD).

```
95
Properties=species:S:1:pos:R:3
Fe 0.313 -1.138 -0.932
Cl -5.995 -5.227 0.677
S 0.323 1.469 -2.526
P -0.458 1.552 1.233
O -0.549 -2.136 1.057
O 0.064 0.055 -2.877
O 2.730 -1.040 2.880
O -2.911 1.391 0.191
O 1.291 2.064 -3.434
O 3.777 1.440 -1.854
O -1.530 -2.152 -1.484
O 1.842 1.055 -0.963
N 2.796 0.729 -1.703
N 2.761 -1.831 -4.035
N 1.964 -1.380 0.812
N -0.725 1.097 -0.338
N 4.208 -0.006 -3.965
N 1.607 -2.446 -3.519
N 2.617 -0.424 -2.287
C -0.340 0.539 3.808
C -2.238 3.493 2.267
C -3.575 2.488 -2.256
C 3.974 2.701 2.002
C -2.908 4.704 2.180
C -2.521 -2.755 -0.972
C 3.090 -3.566 0.357
C -3.814 3.191 -3.423
C 2.856 -2.446 2.716
C -1.475 -2.923 1.272
C -0.769 -0.215 4.886
C -2.302 1.974 -1.996
C 2.342 0.928 1.681
C -2.803 3.395 -4.350
C -4.685 -4.280 0.074
C -3.578 -4.058 0.850
C -1.898 -1.010 4.777
C -2.625 5.592 1.157
C -2.519 -3.268 0.375
C -2.608 -1.032 3.587
C 3.222 -0.726 -3.431
C -1.281 3.174 1.319
C -1.038 0.501 2.603
C 2.161 -4.274 -0.631
C -2.179 -0.288 2.500
C 1.658 3.220 1.713
C -2.023 1.406 -0.653
C -3.719 -2.991 -1.720
C 2.958 3.636 1.945
C -1.532 2.890 -4.108
C 2.247 -0.543 1.726
C 3.653 1.362 1.893
C -1.011 4.058 0.273
C -1.319 2.201 -2.938
C 1.320 1.876 1.544
C 2.235 -2.723 1.326
C 4.108 -2.714 -0.394
C -1.670 5.269 0.204
C -4.758 -3.718 -1.213
H 2.325 -2.942 3.532
H 4.660 -2.072 0.286
H 4.455 0.847 -3.461
H -2.476 2.793 3.052
H 3.033 -2.003 -4.998
H 0.537 1.162 3.908
H -0.223 -0.176 5.815
H -5.652 -3.879 -1.795
H -3.515 -4.459 1.851
H 4.554 -0.175 -4.893
H -0.283 3.783 -0.480
H -0.718 3.029 -4.801
H 1.578 -5.038 -0.121
H 1.428 -3.315 -4.004
H 3.611 -4.327 0.951
H -1.439 5.955 -0.595
H -4.341 2.344 -1.511
H -2.993 3.956 -5.252
H 4.999 3.006 2.149
H -3.664 4.948 2.910
H 1.277 -3.233 1.449
H -4.797 3.596 -3.606
H -3.773 -2.572 -2.713
H 1.474 -3.541 -1.073
H -3.498 -1.636 3.499
H 2.726 -4.758 -1.422
H -3.151 6.532 1.090
H 0.888 3.974 1.673
H -1.542 -3.392 2.272
H 3.168 4.686 2.083
H 3.581 -2.097 -1.116
H -2.230 -1.597 5.621
H 0.800 -1.819 -3.566
H 3.919 -2.703 2.764
H 4.817 -3.347 -0.921
H -2.733 -0.296 1.575
H 4.439 0.625 1.968
```

Values from the calculation:
Net charge: +1
Expectation value of S²: 8.762
Strongest force on any atom (eV/Å): 3.33
HOMO-LUMO gap (alpha / beta) (eV): 7.0 / 5.4
Total energy (eV): -134878.7527
Multiplicity: 6

Atom charges from the Mulliken analysis, given in e for atoms 1 to 8: number 1, Fe, carries 2.73; number 2, Cl, carries -0.23; number 3, S, carries 1.38; number 4, P, carries 1.37; number 5, O, carries -0.05; number 6, O, carries -0.83; number 7, O, carries -0.40; number 8, O, carries -0.73


[3]
Entry from the Open Molecules 2025 dataset: C39H37CsN4P2 as an isolated structure in a non-equilibrium geometry (wB97M-V/def2-TZVPD).

```
83
Properties=species:S:1:pos:R:3
Cs -1.011 1.041 -1.159
P 2.144 -0.118 -0.504
P -0.118 -0.222 1.797
N -1.868 -3.166 -1.207
N -3.829 0.816 -1.383
N 0.742 -0.652 0.371
N -1.217 -5.525 -1.425
C -5.415 4.099 -1.914
C -1.383 5.295 -1.806
C -7.101 2.516 -1.308
C -0.586 4.664 -2.744
C -0.544 4.351 2.078
C 3.795 -1.684 1.230
C -4.794 1.828 -1.490
C 3.756 -2.999 -2.902
C 3.534 -0.444 0.647
C 1.960 -1.753 4.955
C -0.169 1.603 1.815
C -0.991 3.451 -3.290
C 0.384 2.483 0.896
C -3.017 3.542 -2.071
C -2.602 4.738 -1.481
C 1.065 -1.562 3.921
C 1.210 -2.213 -2.151
C -0.890 2.123 2.889
C -1.598 -4.281 -1.299
C 0.189 3.849 1.018
C 2.944 -0.809 5.200
C -4.415 3.137 -1.816
C -0.779 -6.267 -0.264
C -1.066 3.485 3.027
C -6.127 1.539 -1.230
C 2.650 -3.639 -3.445
C -6.743 3.804 -1.665
C 1.140 -0.419 3.129
C 2.130 0.526 3.382
C -2.206 2.822 -2.974
C 2.317 -1.583 -1.581
C 1.380 -3.241 -3.062
C 5.400 0.501 1.844
C 4.341 0.644 0.969
C 5.663 -0.738 2.408
C 3.591 -1.977 -1.989
C 3.031 0.326 4.408
C 4.856 -1.824 2.105
C -1.647 -6.308 -2.563
H 6.487 -0.853 3.097
H 0.619 4.521 0.289
H 0.341 5.130 -3.062
H -1.600 3.870 3.882
H -6.386 0.522 -0.959
H -1.081 6.240 -1.372
H 0.033 -6.936 -0.557
H 2.783 -4.437 -4.161
H -3.251 5.253 -0.780
H -4.255 -0.103 -1.464
H 3.636 -0.950 6.015
H 0.204 -1.922 -1.880
H 0.975 2.104 0.072
H 0.639 -1.663 0.284
H -0.831 -6.968 -2.867
H 4.751 -3.299 -3.196
H 1.880 -2.628 5.584
H 3.175 -2.539 0.993
H 6.016 1.353 2.092
H 5.055 -2.786 2.559
H 4.457 -1.480 -1.573
H -0.415 -5.582 0.499
H -8.133 2.268 -1.105
H 0.290 -2.294 3.730
H 0.508 -3.731 -3.476
H -5.135 5.098 -2.215
H -0.704 5.415 2.169
H -1.594 -6.867 0.157
H -1.901 -5.652 -3.393
H 2.192 1.421 2.776
H -3.122 0.957 -2.107
H -2.520 -6.922 -2.317
H -7.494 4.573 -1.753
H 4.130 1.608 0.521
H -1.296 1.438 3.622
H -0.358 3.011 -4.061
H 3.793 1.068 4.601
```

Values from the calculation:
Strongest force on any atom (eV/Å): 1.15
HOMO-LUMO gap (eV): 6.0
Total energy (eV): -66126.9896
Multiplicity: 1

Atom charges from the Mulliken analysis, given in e for atoms 1 to 8: number 1, Cs, carries 1.24; number 2, P, carries 0.34; number 3, P, carries -0.21; number 4, N, carries -0.52; number 5, N, carries -0.40; number 6, N, carries 0.10; number 7, N, carries 0.11; number 8, C, carries -0.65


[4]
Entry from the Open Molecules 2025 dataset: C39H37FIrN7O5 as an isolated structure (wB97M-V/def2-TZVPD).

```
90
Properties=species:S:1:pos:R:3
Ir 1.442 1.165 1.723
F -3.527 -2.501 -1.158
O 4.257 0.519 -1.109
O 2.935 1.960 4.936
O 3.149 0.584 0.808
O 2.464 2.356 2.791
O 0.456 -0.191 0.572
N 1.050 2.766 0.440
N -2.805 -3.736 -3.637
N 0.580 4.174 3.511
N -4.203 -4.450 -5.717
N 1.589 -1.793 -3.029
N -0.393 1.541 2.290
N 1.313 -0.172 3.306
C -2.322 -4.988 -4.214
C 2.278 -0.928 3.854
C 3.371 3.379 -0.156
C 1.978 -1.743 4.952
C 1.514 4.301 5.724
C 3.264 0.289 -0.459
C 0.713 -1.775 5.481
C -2.250 0.934 3.577
C -0.912 0.778 3.256
C -0.096 -1.393 -1.363
C -2.848 -5.117 -5.645
C -0.205 5.199 3.826
C 1.740 -1.481 -5.492
C -1.929 -2.952 -2.873
C -1.090 2.387 1.520
C -1.413 -1.587 -0.923
C 1.368 4.520 -1.118
C 1.417 3.744 4.459
C 2.074 -2.367 -4.306
C -4.240 -3.806 -3.335
C -4.946 -4.621 -4.424
C -0.288 3.074 0.476
C 1.890 3.527 -0.275
C -0.828 4.038 -0.333
C -0.182 5.836 5.061
C 2.126 -0.450 -1.114
C -2.999 1.841 2.839
C 0.056 -0.166 3.857
C 0.019 4.756 -1.179
C 0.290 -1.978 -2.580
C 3.669 -0.859 3.329
C -0.271 -0.961 4.926
C 0.844 -0.629 -0.579
C -2.287 -2.334 -1.649
C -0.636 -2.727 -3.320
C 2.326 2.599 4.131
C 0.695 5.379 6.029
C -2.435 2.559 1.791
C 2.429 -1.042 -2.323
H -3.037 3.240 1.209
H -4.074 -3.453 -5.895
H -4.458 -4.282 -2.376
H 0.747 5.853 7.000
H 3.774 2.728 -0.933
H 0.485 -2.405 6.330
H -0.379 5.521 -1.832
H 0.663 -1.370 -5.626
H 2.156 -1.914 -6.401
H -0.882 5.544 3.051
H 3.662 2.977 0.808
H 2.062 5.107 -1.703
H 1.658 -3.367 -4.404
H -4.951 -5.689 -4.215
H 2.172 -0.488 -5.367
H 4.272 -1.651 3.765
H 2.222 3.899 6.434
H 3.698 -0.936 2.247
H -5.973 -4.292 -4.561
H -0.349 -3.121 -4.283
H 3.149 -2.494 -4.197
H 4.105 0.104 3.607
H -4.742 -4.825 -6.499
H -4.046 1.981 3.076
H 2.772 -2.339 5.379
H -1.737 -1.166 0.019
H 3.821 4.362 -0.286
H -2.211 -4.619 -6.372
H -1.266 -0.937 5.345
H -2.648 -5.838 -3.605
H -4.647 -2.797 -3.310
H -0.837 6.675 5.250
H -1.884 4.263 -0.293
H -1.238 -5.022 -4.233
H 3.428 -0.914 -2.721
H -2.704 0.366 4.375
H -2.977 -6.158 -5.937
```

Values from the calculation:
Net charge: +3
Expectation value of S²: 0.755
Strongest force on any atom (eV/Å): 0.79
HOMO-LUMO gap (alpha / beta) (eV): 8.1 / 6.4
Total energy (eV): -67248.1692
Multiplicity: 2

Atom charges from the Mulliken analysis, given in e for atoms 1 to 8: number 1, Ir, carries 1.29; number 2, F, carries -0.34; number 3, O, carries -0.68; number 4, O, carries -0.58; number 5, O, carries -0.75; number 6, O, carries -0.44; number 7, O, carries -0.54; number 8, N, carries 0.53


[5]
Entry from the Open Molecules 2025 dataset: a 9-piece molecular cluster, C39H38BF4O23 overall in a non-equilibrium geometry (wB97M-V/def2-TZVPD).

```
105
Properties=species:S:1:pos:R:3
F -1.239 -0.365 -1.742
F -0.725 -0.430 0.494
F 0.714 0.379 -1.040
F 0.346 -1.835 -1.081
O -5.751 0.622 0.512
O -2.842 7.021 -2.610
O -1.046 1.149 2.736
O 6.456 -0.994 -6.708
O -3.874 -2.921 4.117
O 0.079 2.085 -3.197
O -5.281 4.778 3.434
O 1.034 -3.313 4.048
O 4.006 3.645 1.730
O 6.460 -0.579 -1.969
O 1.651 -3.815 -2.163
O -4.780 -4.163 -1.714
O -1.499 2.385 5.131
O 4.275 -3.504 1.858
O -7.468 -0.148 2.410
O -4.877 3.559 0.937
O -1.811 6.181 -5.057
O 3.924 0.427 -1.974
O 3.676 -0.714 -6.602
O -2.105 -1.971 2.340
O 2.937 -6.301 -2.552
O -0.753 3.011 -0.802
O 5.362 -5.932 1.580
C -2.926 2.446 1.709
C -2.292 2.627 4.184
C -1.028 3.645 -1.796
C 3.189 -3.430 -0.176
C 1.820 -2.411 3.951
C 2.124 4.922 0.804
C -3.414 -1.531 2.319
C -3.996 -0.654 1.231
C -2.141 5.860 -2.757
C 6.512 -0.752 -4.297
C 4.295 -0.682 -5.598
C 3.654 -0.394 -4.277
C -2.584 -3.951 -0.639
C 4.538 -5.463 0.683
C -0.871 4.229 -4.302
C 4.449 -0.236 -3.020
C 2.680 -4.264 -1.334
C 5.889 -0.549 -2.985
C 2.886 3.584 1.271
C -1.639 5.499 -4.029
C 2.989 -2.424 4.979
C 4.101 -6.202 -0.678
C -2.026 2.048 2.888
C 2.069 2.291 1.305
C -4.325 3.836 3.158
C -4.303 -2.080 3.359
C 1.644 -1.250 3.015
C -1.811 4.901 -1.682
C -0.585 3.295 -3.101
C -5.628 -1.541 3.419
C 3.223 -5.626 -1.621
C -3.636 -2.058 -2.082
C 3.946 -4.095 0.876
C -6.231 -0.537 2.360
C -4.076 3.279 1.860
C -5.371 -0.147 1.347
C -3.703 -3.531 -1.547
C -3.368 3.525 4.319
C 5.766 -0.797 -5.512
B -0.196 -0.588 -0.842
H -4.725 -2.017 -2.262
H -2.936 -2.032 -2.885
H 1.399 -2.862 -1.604
H 3.156 -2.415 0.067
H -1.579 -3.360 -0.770
H -7.899 0.128 1.641
H 2.596 -0.232 -4.126
H 2.888 0.642 -1.804
H -3.391 -0.393 0.529
H -5.696 4.763 2.713
H 1.707 2.079 2.345
H 4.518 -7.108 -0.739
H 1.963 -0.239 3.365
H -2.782 7.499 -3.324
H -2.720 -3.700 0.473
H 2.801 5.664 0.557
H 2.767 -1.371 5.591
H 1.219 4.794 1.433
H 5.853 -0.990 -7.490
H 1.991 4.769 -0.277
H -6.368 -1.860 4.087
H 2.741 1.486 0.971
H 3.775 -2.354 4.546
H -2.689 2.254 0.665
H 0.655 -1.398 2.836
H -3.584 4.081 5.303
H 2.028 -1.515 1.874
H -0.504 4.081 -5.275
H -3.176 -1.365 -1.283
H 2.981 -3.164 5.630
H 1.183 2.311 0.694
H -1.657 -1.489 1.544
H -2.421 -4.907 -1.043
H 5.240 -5.459 2.364
H 7.577 -1.038 -4.263
H -2.002 5.043 -0.617
H -0.132 1.678 -2.231
H -1.272 0.946 1.884
```

Values from the calculation:
Net charge: -1
Strongest force on any atom (eV/Å): 12.48
HOMO-LUMO gap (eV): 6.1
Total energy (eV): -99687.1817
Multiplicity: 1

Atom charges from the Mulliken analysis, given in e for atoms 1 to 8: number 1, F, carries -0.46; number 2, F, carries 0.87; number 3, F, carries -0.19; number 4, F, carries -0.11; number 5, O, carries -0.68; number 6, O, carries -0.47; number 7, O, carries -0.51; number 8, O, carries -0.56